[1]
This record from OMol25 describes 4 unconnected molecules or ions with the total composition C4H10N2O. The level of theory is ωB97M-V/def2-TZVPD.

```
! wB97M-V def2-TZVPD RIJCOSX def2/J DEFGRID3
* xyz 0 1
O -0.283 -1.183 0.882
N 1.556 0.087 1.576
N -1.101 0.762 -1.331
C 0.288 -0.062 1.465
C -0.890 -0.659 2.102
C 1.115 -0.161 -1.663
C -0.333 -0.051 -1.944
H -0.742 -0.753 -2.678
H -0.389 1.553 0.766
H 1.665 -0.085 -2.604
H -1.880 -0.256 1.907
H 1.821 0.549 2.441
H -0.801 -1.355 2.928
H 1.319 -1.148 -1.235
H -0.709 1.515 -0.124
H 1.455 0.578 -0.936
H -2.090 0.670 -1.552
*
```

Summary:
Gap between HOMO and LUMO in Ha: 0.3417
E_LUMO in eV: 0.960
Energy above the lowest of the compared OMol25 structures with the same formula, charge and spin in kJ/mol: 611.40

[2]
This record from OMol25 describes a single C4H10N2O molecule. The level of theory is ωB97M-V/def2-TZVPD.

```
! wB97M-V def2-TZVPD RIJCOSX def2/J DEFGRID3
* xyz 0 1
O -1.588 1.101 1.128
N 0.587 -0.266 0.471
N -1.822 2.029 -1.141
C -1.239 1.230 -0.095
C -0.106 -1.361 1.139
C 1.934 -0.759 0.220
C -0.013 0.379 -0.648
H -1.192 2.211 -1.856
H -0.536 -0.393 -1.333
H 2.388 -1.114 1.182
H -1.132 -1.046 1.501
H 1.958 -1.575 -0.580
H -0.286 -2.357 0.469
H 2.609 0.089 -0.043
H 0.656 1.081 -1.158
H -2.752 2.416 -1.268
H 0.533 -1.667 2.012
*
```

Summary:
Gap between HOMO and LUMO in Ha: 0.3439
E_LUMO in eV: 0.817
Energy above the lowest of the compared OMol25 structures with the same formula, charge and spin in kJ/mol: 223.73
SMILES: CN(C)CC(N)=O

[3]
This record from OMol25 describes a single C4H10N2O molecule. The level of theory is ωB97M-V/def2-TZVPD.

```
! wB97M-V def2-TZVPD RIJCOSX def2/J DEFGRID3
* xyz 0 1
O -0.704 1.484 0.218
N -0.183 -0.503 -2.410
N -0.333 1.021 2.381
C 0.764 -1.376 -0.311
C -0.253 -0.822 0.747
C -0.329 0.666 1.032
C 0.957 -0.378 -1.462
H -0.613 1.976 2.503
H 1.869 -0.666 -1.994
H 0.079 -0.060 -3.285
H -0.441 0.278 3.049
H -1.228 -1.055 0.316
H 1.721 -1.463 0.209
H 1.082 0.643 -1.116
H -0.143 -1.328 1.708
H 0.450 -2.358 -0.644
H -0.869 0.155 -2.029
*
```

Summary:
Gap between HOMO and LUMO in Ha: 0.3763
E_LUMO in eV: 0.828
Energy above the lowest of the compared OMol25 structures with the same formula, charge and spin in kJ/mol: 88.65
SMILES: NCCCC(N)=O